No. 1
Entry from the OMol25 dataset: 12 unconnected molecules or ions with the total composition C38H107N7O17 (wB97M-V/def2-TZVPD).

Atoms and positions in Å:
C (3.727, 2.971, -10.512)
O (3.391, 3.694, -9.339)
C (2.218, 3.404, -8.583)
C (2.463, 3.360, -6.961)
C (1.163, 3.107, -6.173)
N (2.868, 4.678, -6.383)
H (3.690, 1.891, -10.363)
H (4.715, 3.329, -10.803)
H (2.979, 3.258, -11.250)
H (1.422, 4.059, -8.939)
H (1.977, 2.376, -8.855)
H (3.218, 2.580, -6.865)
H (0.457, 3.931, -6.277)
H (1.428, 2.933, -5.130)
H (0.745, 2.171, -6.543)
H (3.638, 5.043, -6.927)
H (3.201, 4.589, -5.434)
C (0.312, 9.775, -18.453)
O (0.517, 8.764, -17.436)
C (1.816, 8.856, -16.744)
C (1.655, 8.879, -15.132)
C (1.205, 10.244, -14.693)
N (2.858, 8.462, -14.456)
H (0.549, 10.797, -18.156)
H (-0.733, 9.936, -18.719)
H (0.734, 9.401, -19.386)
H (2.417, 7.970, -16.951)
H (2.421, 9.728, -16.991)
H (0.879, 8.135, -14.949)
H (0.143, 10.399, -14.882)
H (1.852, 11.006, -15.127)
H (1.274, 10.436, -13.622)
H (2.735, 8.307, -13.466)
H (3.298, 7.621, -14.802)
C (5.206, 6.503, -16.588)
O (6.037, 7.559, -16.216)
C (6.381, 7.609, -14.844)
C (7.586, 8.482, -14.503)
C (7.886, 8.470, -12.955)
N (7.130, 9.762, -14.974)
H (5.529, 5.497, -16.317)
H (5.129, 6.553, -17.674)
H (4.194, 6.768, -16.283)
H (5.572, 8.027, -14.246)
H (6.742, 6.619, -14.565)
H (8.476, 8.215, -15.073)
H (8.857, 8.948, -12.830)
H (8.136, 7.432, -12.733)
H (7.291, 8.939, -12.172)
H (6.230, 9.945, -14.553)
H (6.923, 9.546, -15.938)
C (1.189, 1.045, -13.581)
O (2.487, 0.792, -14.128)
C (2.832, -0.546, -14.303)
C (3.130, -1.234, -12.883)
C (4.340, -0.725, -12.077)
N (3.497, -2.628, -13.007)
H (0.923, 2.085, -13.770)
H (1.128, 0.713, -12.544)
H (0.407, 0.559, -14.164)
H (2.192, -1.072, -15.012)
H (3.773, -0.474, -14.848)
H (2.141, -1.228, -12.426)
H (5.283, -1.251, -12.226)
H (4.128, -0.910, -11.024)
H (4.542, 0.329, -12.271)
H (2.855, -3.278, -13.437)
H (4.248, -2.555, -13.678)
C (8.101, 3.343, -20.030)
O (8.025, 3.128, -18.646)
C (7.002, 2.172, -18.216)
C (7.590, 1.405, -17.000)
C (8.911, 0.703, -17.271)
N (6.707, 0.452, -16.347)
H (7.189, 3.824, -20.385)
H (8.360, 2.379, -20.468)
H (8.827, 4.095, -20.337)
H (5.987, 2.510, -18.008)
H (6.706, 1.510, -19.029)
H (7.682, 2.140, -16.201)
H (9.673, 1.434, -17.538)
H (8.913, -0.049, -18.060)
H (9.242, 0.136, -16.401)
H (6.296, -0.188, -17.012)
H (5.847, 0.963, -16.208)
C (0.991, 1.890, -17.257)
O (0.056, 2.625, -16.480)
C (-1.263, 2.080, -16.457)
C (-2.170, 2.979, -15.506)
C (-1.533, 3.017, -14.058)
N (-3.469, 2.312, -15.358)
H (0.863, 1.860, -18.339)
H (1.051, 0.832, -17.002)
H (1.982, 2.309, -17.080)
H (-1.655, 2.131, -17.473)
H (-1.058, 1.043, -16.192)
H (-2.388, 3.998, -15.826)
H (-1.340, 2.014, -13.678)
H (-2.222, 3.493, -13.360)
H (-0.673, 3.685, -14.114)
H (-4.202, 2.936, -15.054)
H (-3.431, 1.536, -14.712)
C (0.141, -1.853, -17.916)
O (1.294, -1.237, -18.506)
C (2.522, -1.639, -17.998)
C (3.614, -0.626, -18.018)
C (3.916, 0.098, -19.313)
N (4.905, -1.219, -17.745)
H (-0.738, -1.957, -18.552)
H (-0.127, -1.282, -17.027)
H (0.455, -2.831, -17.550)
H (2.442, -1.995, -16.971)
H (2.735, -2.581, -18.503)
H (3.232, 0.144, -17.348)
H (4.632, 0.917, -19.258)
H (2.999, 0.677, -19.419)
H (4.112, -0.533, -20.180)
H (4.983, -1.882, -18.503)
H (4.727, -1.779, -16.923)
O (-1.063, 7.027, -13.106)
C (-0.504, 7.224, -11.772)
C (0.134, 5.946, -11.263)
O (-0.753, 4.890, -11.216)
H (-1.674, 6.287, -13.117)
H (0.342, 7.912, -11.776)
H (-1.154, 7.674, -11.021)
H (0.623, 6.120, -10.305)
H (1.001, 5.703, -11.878)
H (-1.383, 4.970, -10.496)
O (8.304, 4.226, -15.056)
C (9.657, 3.947, -15.030)
C (10.514, 5.157, -14.660)
O (10.660, 5.270, -13.243)
H (7.960, 4.256, -15.951)
H (9.967, 3.064, -14.471)
H (10.001, 3.857, -16.060)
H (10.093, 6.116, -14.959)
H (11.461, 5.031, -15.186)
H (10.931, 6.168, -13.037)
O (4.024, 6.154, -8.756)
C (5.321, 6.343, -9.109)
C (5.511, 6.940, -10.550)
O (5.325, 5.967, -11.497)
H (3.755, 5.248, -8.924)
H (5.701, 7.057, -8.378)
H (5.714, 5.333, -8.997)
H (6.512, 7.309, -10.774)
H (4.734, 7.687, -10.711)
H (5.945, 5.235, -11.534)
O (7.257, 3.908, -12.619)
C (7.699, 2.694, -11.988)
C (8.728, 2.937, -10.989)
O (10.004, 3.076, -11.628)
H (7.613, 4.098, -13.490)
H (6.898, 2.146, -11.493)
H (7.976, 1.932, -12.716)
H (8.831, 2.088, -10.313)
H (8.590, 3.883, -10.466)
H (9.937, 3.887, -12.138)
O (3.599, 5.579, -13.455)
C (3.242, 4.386, -14.224)
C (4.460, 3.471, -14.361)
O (4.085, 2.495, -15.410)
H (4.200, 5.299, -12.761)
H (2.368, 3.950, -13.741)
H (2.852, 4.728, -15.183)
H (4.520, 2.927, -13.418)
H (5.343, 4.040, -14.652)
H (3.543, 1.868, -14.925)

As for the SMILES: COC[C@H](C)N.COC[C@H](C)N.COC[C@H](C)N.COC[C@H](C)N.COC[C@H](C)N.COC[C@H](C)N.COC[C@H](C)N.OCCO.OCCO.OCCO.OCCO.OCCO. Its energy relative to the best compared isomer or geometry (same formula, charge and spin) is 123.2 kcal/mol. Its charge is 0. For the orbital gap, the calculation gives 8.7 eV. As for the strongest force on any atom: 0.064 hartree/bohr. The calculation puts the LUMO energy at 0.302 eV.

---

No. 2
Entry from the OMol25 dataset: 23 unconnected molecules or ions with the total composition C38H122O23 (wB97M-V/def2-TZVPD).

Atoms and positions in Å:
C (-14.350, -23.081, -4.129)
C (-14.707, -22.729, -5.549)
O (-13.600, -23.207, -6.266)
H (-14.244, -24.183, -4.145)
H (-15.004, -22.683, -3.364)
H (-13.350, -22.665, -3.925)
H (-14.860, -21.646, -5.672)
H (-15.616, -23.224, -5.919)
H (-13.454, -22.843, -7.178)
C (-8.940, -14.456, -8.410)
C (-7.729, -13.825, -8.990)
O (-7.933, -13.209, -10.223)
H (-9.759, -13.669, -8.342)
H (-8.633, -14.758, -7.426)
H (-9.370, -15.362, -8.851)
H (-6.958, -14.602, -9.205)
H (-7.205, -13.116, -8.325)
H (-8.700, -12.635, -10.197)
C (-11.147, -13.860, -11.521)
C (-11.545, -12.527, -10.892)
O (-10.486, -11.920, -10.206)
H (-11.906, -14.247, -12.240)
H (-11.070, -14.612, -10.743)
H (-10.174, -13.642, -12.005)
H (-12.441, -12.682, -10.269)
H (-11.882, -11.782, -11.656)
H (-10.899, -11.378, -9.535)
C (-12.088, -17.270, -14.599)
C (-11.544, -17.099, -13.235)
O (-10.916, -18.361, -12.884)
H (-11.394, -17.680, -15.272)
H (-12.371, -16.285, -15.042)
H (-12.944, -17.949, -14.629)
H (-12.295, -16.893, -12.438)
H (-10.791, -16.285, -13.203)
H (-10.306, -18.189, -12.146)
C (-9.361, -21.721, -15.962)
C (-10.086, -21.071, -14.819)
O (-9.368, -19.906, -14.523)
H (-9.612, -22.772, -16.213)
H (-8.298, -21.710, -15.657)
H (-9.541, -21.099, -16.863)
H (-10.063, -21.696, -13.939)
H (-11.157, -20.878, -15.075)
H (-9.960, -19.363, -13.978)
C (-8.128, -22.865, -11.336)
C (-7.527, -21.510, -11.491)
O (-7.744, -20.651, -10.326)
H (-8.157, -23.330, -12.331)
H (-9.163, -22.817, -10.951)
H (-7.563, -23.517, -10.652)
H (-8.057, -20.996, -12.320)
H (-6.435, -21.521, -11.640)
H (-8.014, -21.217, -9.589)
C (-11.855, -25.554, -12.411)
C (-11.379, -24.892, -13.731)
O (-10.604, -25.886, -14.395)
H (-12.623, -26.279, -12.620)
H (-12.303, -24.808, -11.714)
H (-11.023, -26.100, -11.967)
H (-10.817, -23.996, -13.468)
H (-12.227, -24.557, -14.353)
H (-10.393, -25.636, -15.304)
C (-7.542, -17.242, -12.354)
C (-8.164, -17.008, -10.963)
O (-9.181, -17.952, -10.649)
H (-6.972, -18.178, -12.447)
H (-6.837, -16.410, -12.483)
H (-8.330, -17.120, -13.122)
H (-8.595, -16.009, -10.981)
H (-7.354, -17.050, -10.265)
H (-8.851, -18.834, -10.484)
C (-14.442, -16.112, -9.520)
C (-15.235, -14.913, -9.096)
O (-15.380, -14.060, -10.256)
H (-14.433, -16.806, -8.680)
H (-13.416, -15.825, -9.812)
H (-14.923, -16.523, -10.398)
H (-14.732, -14.343, -8.305)
H (-16.187, -15.260, -8.707)
H (-15.911, -13.309, -10.057)
C (-13.138, -14.230, -5.656)
C (-13.181, -14.948, -4.349)
O (-11.834, -15.321, -3.993)
H (-12.969, -14.996, -6.428)
H (-12.362, -13.493, -5.657)
H (-14.088, -13.695, -5.857)
H (-13.775, -15.871, -4.435)
H (-13.635, -14.357, -3.557)
H (-11.892, -16.199, -3.583)
C (-11.251, -24.328, -8.824)
C (-11.405, -22.861, -9.235)
O (-12.653, -22.449, -8.772)
H (-10.366, -24.762, -9.217)
H (-12.116, -24.866, -9.205)
H (-11.222, -24.447, -7.746)
H (-11.308, -22.713, -10.326)
H (-10.612, -22.257, -8.797)
H (-12.739, -21.511, -8.965)
C (-17.935, -19.897, -5.878)
C (-18.876, -18.801, -6.421)
O (-19.194, -18.915, -7.820)
H (-18.054, -19.913, -4.808)
H (-16.897, -19.674, -6.096)
H (-18.227, -20.885, -6.251)
H (-18.407, -17.807, -6.292)
H (-19.834, -18.749, -5.870)
H (-18.429, -18.452, -8.218)
C (-7.681, -18.697, -7.415)
C (-7.509, -18.159, -6.010)
O (-6.705, -18.967, -5.188)
H (-8.104, -19.705, -7.357)
H (-6.774, -18.768, -7.997)
H (-8.366, -17.990, -7.920)
H (-8.458, -18.006, -5.504)
H (-7.042, -17.149, -6.129)
H (-5.843, -19.089, -5.603)
C (-10.592, -20.799, -5.910)
C (-10.414, -21.655, -4.728)
O (-10.448, -23.085, -5.037)
H (-11.572, -20.903, -6.388)
H (-9.859, -21.005, -6.665)
H (-10.409, -19.709, -5.730)
H (-11.211, -21.475, -3.962)
H (-9.521, -21.484, -4.151)
H (-11.319, -23.249, -5.390)
C (-13.843, -20.992, -13.521)
C (-13.452, -22.013, -12.490)
O (-14.299, -23.160, -12.737)
H (-13.234, -20.107, -13.405)
H (-14.876, -20.679, -13.319)
H (-13.766, -21.394, -14.537)
H (-13.601, -21.632, -11.485)
H (-12.385, -22.284, -12.592)
H (-14.357, -23.691, -11.943)
C (-16.036, -16.681, -5.922)
O (-16.572, -15.358, -5.779)
H (-16.260, -17.219, -4.984)
H (-16.505, -17.183, -6.778)
H (-14.975, -16.611, -6.054)
H (-16.132, -14.984, -4.997)
C (-15.322, -15.451, -13.571)
O (-14.220, -15.187, -12.694)
H (-16.235, -15.632, -13.025)
H (-15.533, -14.709, -14.318)
H (-15.153, -16.353, -14.144)
H (-14.523, -14.813, -11.851)
C (-17.610, -17.687, -10.483)
O (-16.962, -17.721, -9.200)
H (-18.515, -17.065, -10.375)
H (-17.050, -17.276, -11.319)
H (-17.999, -18.685, -10.649)
H (-16.249, -18.357, -9.244)
C (-16.421, -21.073, -9.257)
O (-15.448, -20.048, -9.011)
H (-16.101, -21.998, -8.788)
H (-17.333, -20.732, -8.821)
H (-16.557, -21.161, -10.318)
H (-14.532, -20.310, -9.234)
C (-11.350, -17.207, -7.245)
O (-12.592, -17.909, -7.279)
H (-11.390, -16.362, -7.915)
H (-11.156, -16.869, -6.204)
H (-10.624, -17.911, -7.595)
H (-12.822, -18.153, -6.398)
C (-13.657, -19.327, -3.931)
O (-12.504, -18.731, -4.565)
H (-13.603, -19.241, -2.803)
H (-14.518, -18.779, -4.259)
H (-13.801, -20.339, -4.221)
H (-11.723, -19.274, -4.489)
C (-17.370, -19.023, -14.695)
O (-17.810, -17.705, -14.347)
H (-17.939, -19.720, -14.080)
H (-17.569, -19.280, -15.756)
H (-16.292, -19.114, -14.422)
H (-17.329, -17.042, -14.841)
C (-12.212, -19.242, -10.448)
O (-12.704, -19.889, -9.255)
H (-12.893, -18.419, -10.672)
H (-11.230, -18.825, -10.250)
H (-12.235, -19.900, -11.297)
H (-12.749, -19.260, -8.484)

Its energy relative to the best compared isomer or geometry (same formula, charge and spin) is 0.0 kcal/mol. Its charge is 0. For the orbital gap, the calculation gives 10.1 eV. As for the strongest force on any atom: 0.054 hartree/bohr. The calculation puts the LUMO energy at 0.293 eV.

---

No. 3
Entry from the OMol25 dataset: a molecular structure, C38H20IrN8O4PS7Se (wB97M-V/def2-TZVPD).

Atoms and positions in Å:
Ir (-0.170, 0.990, 0.084)
Se (3.490, 2.137, 6.690)
N (2.096, 1.112, 6.238)
C (1.952, 1.215, 4.949)
C (0.887, 0.542, 4.195)
C (-0.050, -0.330, 4.756)
C (-1.009, -0.892, 3.941)
C (-1.058, -0.550, 2.587)
N (-0.170, 0.289, 2.072)
C (0.798, 0.806, 2.843)
C (1.776, 1.652, 2.137)
N (1.591, 1.798, 0.807)
C (2.449, 2.536, 0.111)
C (3.543, 3.151, 0.716)
C (3.733, 3.020, 2.072)
C (2.821, 2.259, 2.806)
C (2.899, 2.075, 4.262)
N (3.792, 2.658, 5.007)
H (-0.010, -0.541, 5.816)
H (-1.733, -1.593, 4.328)
H (-1.789, -0.938, 1.890)
H (2.242, 2.623, -0.947)
H (4.218, 3.734, 0.107)
H (4.561, 3.494, 2.580)
S (5.235, -0.564, -4.175)
C (3.864, -0.428, -3.293)
S (2.475, 0.467, -3.830)
C (1.502, 0.259, -2.406)
C (2.055, -0.521, -1.418)
S (1.228, -0.906, -0.006)
S (3.667, -1.121, -1.722)
S (-0.052, 0.916, -2.247)
O (-2.718, 1.250, -2.009)
C (-2.941, 0.620, -0.992)
O (-2.104, 0.390, -0.028)
C (-4.329, 0.097, -0.699)
C (-4.530, -1.156, -0.132)
C (-5.810, -1.584, 0.182)
C (-6.862, -0.723, -0.067)
C (-6.699, 0.517, -0.651)
C (-5.414, 0.919, -0.979)
N (-8.231, -1.143, 0.328)
O (-9.145, -0.374, 0.105)
O (-8.358, -2.230, 0.856)
H (-3.675, -1.796, 0.037)
H (-5.994, -2.556, 0.616)
H (-7.558, 1.143, -0.839)
H (-5.239, 1.878, -1.449)
N (-0.749, 2.951, -0.268)
C (-0.915, 4.030, 0.133)
C (-0.902, 5.309, 0.651)
C (0.337, 5.722, 1.199)
N (1.362, 5.992, 1.656)
C (-2.047, 6.139, 0.660)
N (-2.974, 6.824, 0.673)
S (1.495, -4.360, 0.437)
P (-0.369, -4.316, -0.210)
S (-1.199, -2.563, -0.725)
C (-1.442, -5.109, 1.055)
C (-1.200, -6.437, 1.404)
C (-1.969, -7.064, 2.369)
C (-2.994, -6.371, 3.005)
C (-3.239, -5.049, 2.668)
C (-2.464, -4.425, 1.698)
C (-0.588, -5.459, -1.625)
C (0.468, -6.222, -2.101)
C (0.287, -7.065, -3.192)
C (-0.949, -7.148, -3.811)
C (-2.012, -6.388, -3.334)
C (-1.832, -5.550, -2.248)
H (-0.397, -6.976, 0.915)
H (-1.774, -8.097, 2.627)
H (-3.601, -6.863, 3.754)
H (-4.042, -4.506, 3.151)
H (-2.648, -3.395, 1.418)
H (1.430, -6.139, -1.610)
H (1.119, -7.653, -3.560)
H (-1.087, -7.796, -4.667)
H (-2.979, -6.443, -3.818)
H (-2.656, -4.947, -1.884)

Its spin multiplicity is 2. Its energy relative to the best compared isomer or geometry (same formula, charge and spin) is 40.4 kcal/mol. Its charge is -1. For the orbital gap (alpha / beta), the calculation gives 5.3 / 5.3 eV. As for the strongest force on any atom: 0.040 hartree/bohr. The calculation puts the LUMO energy (alpha / beta) at 0.147 / -0.021 eV.

---

energy relative to the best compared isomer or geometry (same formula, charge and spin) of number 2 (C38H122O23)?
0.0 kcal/mol

---

Which value of strongest force on any atom does entry 2 give?
0.054 hartree/bohr

---

The lowest energy relative to the best compared isomer or geometry (same formula, charge and spin) belongs to which entry?
C38H122O23

---

What is the formula in the first record?
C38H107N7O17